No. 1
{
  "formula": "C21H33F5N6O27",
  "method": "ωB97M-V with the def2-TZVPD basis set",
  "smiles": "O=C1OC[C@@H](F)O1.O=C1OC[C@@H](F)O1.O=C1OC[C@@H](F)O1.O=C1OC[C@@H](F)O1.O=C1OC[C@@H](F)O1.C[N+](=O)[O-].C[N+](=O)[O-].C[N+](=O)[O-].C[N+](=O)[O-].C[N+](=O)[O-].C[N+](=O)[O-]",
  "gap_ev": 10.39,
  "symbols": ["O", "C", "O", "C", "C", "F", "O", "H", "H", "H", "O", "C", "O", "C", "C", "F", "O", "H", "H", "H", "O", "C", "O", "C", "C", "F", "O", "H", "H", "H", "O", "C", "O", "C", "C", "F", "O", "H", "H", "H", "O", "C", "O", "C", "C", "F", "O", "H", "H", "H", "C", "N", "O", "O", "H", "H", "H", "C", "N", "O", "O", "H", "H", "H", "C", "N", "O", "O", "H", "H", "H", "C", "N", "O", "O", "H", "H", "H", "C", "N", "O", "O", "H", "H", "H", "C", "N", "O", "O", "H", "H", "H"],
  "positions_angstrom": [[4.28, -1.43, 6.35], [3.75, -0.44, 5.96], [4.18, 0.35, 4.99], [3.42, 1.54, 4.95], [2.12, 1.12, 5.66], [1.18, 0.71, 4.74], [2.55, 0.03, 6.43], [3.86, 2.34, 5.55], [3.28, 1.85, 3.92], [1.64, 1.87, 6.28], [-3.44, -1.31, -0.16], [-3.67, -0.14, -0.18], [-4.53, 0.44, -1.02], [-4.60, 1.83, -0.71], [-3.32, 2.09, 0.06], [-3.50, 2.94, 1.11], [-3.09, 0.78, 0.61], [-4.82, 2.41, -1.60], [-5.42, 1.96, 0.00], [-2.47, 2.43, -0.54], [-2.81, -6.80, -3.80], [-3.00, -5.77, -3.26], [-2.28, -4.67, -3.48], [-2.55, -3.72, -2.47], [-3.94, -4.14, -1.98], [-4.92, -3.48, -2.69], [-3.98, -5.50, -2.32], [-1.75, -3.73, -1.74], [-2.69, -2.71, -2.87], [-4.08, -3.94, -0.93], [1.81, 7.12, -2.20], [1.00, 6.28, -2.34], [1.03, 5.16, -3.04], [-0.31, 4.73, -3.25], [-0.99, 5.21, -1.97], [-0.84, 4.32, -0.94], [-0.24, 6.39, -1.73], [-0.78, 5.14, -4.14], [-0.28, 3.65, -3.35], [-2.04, 5.49, -2.06], [-0.39, -2.43, 0.03], [0.10, -1.37, 0.15], [0.16, -0.75, 1.34], [0.34, 0.63, 1.15], [0.66, 0.78, -0.35], [1.99, 1.08, -0.52], [0.40, -0.51, -0.86], [-0.56, 1.20, 1.40], [1.15, 0.95, 1.80], [0.08, 1.62, -0.72], [-1.97, -2.38, 2.94], [-1.17, -3.63, 2.97], [-1.75, -4.69, 2.96], [0.03, -3.49, 2.96], [-1.52, -1.59, 3.54], [-3.02, -2.54, 3.16], [-1.94, -2.04, 1.91], [-2.50, 0.06, -4.05], [-1.86, 1.37, -3.88], [-1.83, 1.83, -2.75], [-1.47, 1.97, -4.83], [-3.55, 0.07, -3.77], [-1.94, -0.68, -3.48], [-2.44, -0.19, -5.11], [1.05, -5.58, 0.33], [1.03, -6.28, -0.98], [2.06, -6.80, -1.35], [0.03, -6.13, -1.64], [0.03, -5.45, 0.65], [1.53, -4.62, 0.14], [1.65, -6.09, 1.08], [3.09, 0.30, -3.16], [1.71, 0.77, -3.50], [1.41, 1.91, -3.21], [0.95, -0.01, -4.03], [3.10, -0.77, -2.97], [3.36, 0.77, -2.22], [3.72, 0.52, -4.02], [3.17, -2.71, 1.67], [3.87, -1.45, 1.94], [3.18, -0.46, 2.14], [5.08, -1.44, 1.89], [3.69, -3.53, 2.15], [3.21, -2.86, 0.59], [2.18, -2.72, 2.13], [2.24, 5.91, 2.01], [2.42, 4.46, 2.13], [1.84, 3.73, 1.34], [3.08, 4.07, 3.07], [1.81, 6.28, 2.94], [1.58, 6.15, 1.19], [3.20, 6.40, 1.87]]
}

No. 2
{
  "formula": "C40H110N10O10",
  "method": "ωB97M-V with the def2-TZVPD basis set",
  "smiles": "COC[C@H](C)N.COC[C@H](C)N.COC[C@H](C)N.COC[C@H](C)N.COC[C@H](C)N.COC[C@H](C)N.COC[C@H](C)N.COC[C@H](C)N.COC[C@H](C)N.COC[C@H](C)N",
  "gap_ev": 8.87,
  "symbols": ["C", "O", "C", "C", "C", "N", "H", "H", "H", "H", "H", "H", "H", "H", "H", "H", "H", "C", "O", "C", "C", "C", "N", "H", "H", "H", "H", "H", "H", "H", "H", "H", "H", "H", "C", "O", "C", "C", "C", "N", "H", "H", "H", "H", "H", "H", "H", "H", "H", "H", "H", "C", "O", "C", "C", "C", "N", "H", "H", "H", "H", "H", "H", "H", "H", "H", "H", "H", "C", "O", "C", "C", "C", "N", "H", "H", "H", "H", "H", "H", "H", "H", "H", "H", "H", "C", "O", "C", "C", "C", "N", "H", "H", "H", "H", "H", "H", "H", "H", "H", "H", "H", "C", "O", "C", "C", "C", "N", "H", "H", "H", "H", "H", "H", "H", "H", "H", "H", "H", "C", "O", "C", "C", "C", "N", "H", "H", "H", "H", "H", "H", "H", "H", "H", "H", "H", "C", "O", "C", "C", "C", "N", "H", "H", "H", "H", "H", "H", "H", "H", "H", "H", "H", "C", "O", "C", "C", "C", "N", "H", "H", "H", "H", "H", "H", "H", "H", "H", "H", "H"],
  "positions_angstrom": [[2.51, -8.04, 21.02], [3.02, -9.02, 21.89], [4.26, -9.55, 21.43], [4.88, -10.36, 22.55], [5.18, -9.46, 23.75], [6.14, -10.95, 22.07], [2.22, -8.48, 20.05], [3.21, -7.22, 20.86], [1.62, -7.60, 21.46], [4.00, -10.24, 20.61], [4.85, -8.74, 21.01], [4.15, -11.09, 22.93], [4.24, -9.06, 24.14], [5.80, -8.58, 23.54], [5.55, -10.01, 24.62], [6.40, -11.65, 22.77], [5.90, -11.56, 21.29], [10.31, -9.72, 25.50], [10.30, -9.78, 24.08], [9.27, -9.06, 23.47], [9.45, -9.13, 21.95], [10.54, -8.15, 21.53], [8.21, -8.80, 21.26], [10.31, -8.65, 25.76], [11.16, -10.23, 25.94], [9.36, -10.12, 25.86], [8.24, -9.33, 23.78], [9.30, -8.00, 23.76], [9.70, -10.15, 21.66], [10.80, -8.28, 20.48], [11.52, -8.26, 22.02], [10.30, -7.10, 21.68], [7.82, -7.91, 21.56], [7.48, -9.48, 21.49], [17.23, -10.47, 20.95], [16.11, -10.21, 21.75], [15.07, -11.16, 21.53], [13.77, -10.64, 22.09], [13.75, -10.66, 23.62], [12.63, -11.44, 21.55], [17.71, -11.42, 21.19], [17.95, -9.66, 21.07], [16.93, -10.48, 19.89], [14.98, -11.19, 20.43], [15.29, -12.17, 21.90], [13.52, -9.63, 21.74], [12.86, -10.10, 23.92], [14.62, -10.16, 24.04], [13.63, -11.68, 23.99], [11.80, -11.09, 22.00], [12.78, -12.39, 21.89], [10.70, -5.08, 18.35], [11.45, -3.95, 17.99], [10.76, -2.75, 18.18], [11.44, -1.61, 17.42], [10.96, -0.19, 17.73], [11.42, -1.80, 15.95], [11.17, -5.98, 17.95], [9.67, -5.05, 17.99], [10.65, -5.20, 19.43], [9.72, -2.84, 17.82], [10.65, -2.52, 19.25], [12.50, -1.68, 17.70], [11.72, 0.47, 17.31], [10.90, -0.01, 18.81], [10.01, 0.05, 17.26], [11.20, -2.79, 15.81], [10.58, -1.36, 15.58], [12.52, -11.67, 28.41], [12.38, -12.49, 29.54], [11.79, -13.73, 29.18], [11.60, -14.57, 30.44], [11.02, -15.94, 30.12], [10.70, -13.82, 31.34], [11.55, -11.35, 28.01], [13.06, -12.20, 27.62], [13.00, -10.73, 28.69], [10.85, -13.54, 28.66], [12.47, -14.30, 28.54], [12.60, -14.65, 30.87], [10.83, -16.48, 31.05], [11.72, -16.52, 29.51], [10.04, -15.91, 29.64], [10.85, -14.07, 32.31], [10.89, -12.83, 31.26], [12.52, -2.46, 27.76], [12.60, -3.84, 27.55], [11.77, -4.33, 26.53], [12.27, -5.67, 26.03], [11.39, -6.29, 24.95], [12.32, -6.57, 27.23], [13.17, -2.18, 28.58], [11.50, -2.12, 28.00], [12.87, -1.91, 26.88], [10.74, -4.43, 26.89], [11.71, -3.65, 25.67], [13.30, -5.62, 25.66], [10.34, -6.36, 25.23], [11.78, -7.29, 24.75], [11.45, -5.66, 24.06], [13.11, -7.21, 27.15], [12.60, -5.93, 27.97], [9.90, -9.00, 28.91], [9.19, -10.12, 28.44], [8.84, -11.03, 29.48], [8.25, -12.25, 28.81], [6.87, -11.95, 28.21], [8.09, -13.34, 29.79], [10.40, -8.49, 28.09], [10.70, -9.33, 29.59], [9.26, -8.29, 29.43], [9.76, -11.23, 30.05], [8.08, -10.57, 30.11], [8.96, -12.59, 28.05], [6.38, -12.89, 27.97], [6.96, -11.25, 27.38], [6.24, -11.58, 29.02], [7.66, -14.14, 29.32], [9.01, -13.71, 30.04], [6.54, -11.90, 18.19], [6.99, -10.58, 18.03], [8.37, -10.46, 17.76], [8.67, -9.04, 17.33], [10.11, -8.88, 16.88], [8.41, -8.09, 18.43], [7.04, -12.34, 19.06], [6.65, -12.48, 17.27], [5.46, -11.87, 18.36], [9.00, -10.77, 18.61], [8.65, -11.08, 16.89], [7.99, -8.68, 16.55], [10.77, -8.97, 17.75], [10.29, -7.87, 16.51], [10.34, -9.59, 16.09], [8.95, -8.33, 19.26], [7.47, -8.29, 18.78], [8.47, -4.62, 22.84], [8.15, -5.58, 21.87], [7.97, -5.14, 20.55], [6.64, -4.40, 20.34], [5.44, -5.26, 20.74], [6.45, -3.99, 18.95], [9.42, -4.15, 22.54], [8.71, -5.10, 23.79], [7.72, -3.84, 22.97], [8.76, -4.39, 20.37], [8.15, -5.88, 19.77], [6.67, -3.53, 21.01], [5.37, -6.16, 20.12], [4.56, -4.63, 20.67], [5.53, -5.60, 21.78], [5.75, -3.25, 19.02], [7.23, -3.46, 18.57], [19.36, -6.34, 22.51], [18.20, -6.23, 23.32], [17.02, -6.53, 22.60], [15.96, -7.01, 23.56], [14.60, -7.08, 22.87], [15.81, -6.12, 24.76], [19.18, -5.78, 21.58], [19.53, -7.39, 22.24], [20.27, -5.96, 22.95], [16.73, -5.62, 22.08], [17.15, -7.32, 21.85], [16.24, -8.00, 23.94], [14.31, -6.08, 22.56], [13.80, -7.52, 23.47], [14.66, -7.76, 22.02], [15.26, -5.35, 24.37], [16.71, -5.65, 24.86]]
}

No. 3
{
  "formula": "C13H17N5OS",
  "method": "ωB97M-V with the def2-TZVPD basis set",
  "smiles": "O=C(CSc1nnc2ncccn12)N1CCCCCC1",
  "gap_ev": 8.23,
  "symbols": ["O", "C", "C", "S", "C", "N", "N", "C", "N", "C", "C", "C", "N", "N", "C", "C", "C", "C", "C", "C", "H", "H", "H", "H", "H", "H", "H", "H", "H", "H", "H", "H", "H", "H", "H", "H", "H"],
  "positions_angstrom": [[0.35, 1.77, 1.46], [0.79, 1.53, 0.35], [-0.15, 1.58, -0.85], [-1.13, 0.03, -0.86], [-2.69, 0.68, -0.49], [-3.05, 1.94, -0.56], [-4.33, 2.06, -0.22], [-4.79, 0.87, 0.06], [-6.01, 0.49, 0.43], [-6.21, -0.77, 0.65], [-5.20, -1.77, 0.51], [-3.95, -1.40, 0.13], [-3.74, -0.09, -0.10], [2.09, 1.20, 0.14], [2.95, 1.09, 1.30], [3.72, -0.24, 1.35], [2.92, -1.43, 0.81], [3.10, -1.62, -0.70], [2.36, -0.59, -1.54], [2.67, 0.85, -1.14], [-0.88, 2.37, -0.70], [0.33, 1.67, -1.82], [-7.21, -1.05, 0.95], [-5.43, -2.81, 0.72], [-3.12, -2.07, 0.00], [2.29, 1.17, 2.17], [3.65, 1.93, 1.32], [4.66, -0.16, 0.80], [3.98, -0.42, 2.40], [3.28, -2.34, 1.31], [1.87, -1.31, 1.05], [4.16, -1.59, -0.94], [2.73, -2.61, -0.97], [1.28, -0.76, -1.45], [2.63, -0.73, -2.59], [3.75, 0.98, -1.05], [2.33, 1.54, -1.91]]
}

No. 4
{
  "formula": "C2H6O",
  "method": "ωB97M-V with the def2-TZVPD basis set",
  "gap_ev": [8.39, 8.39],
  "symbols": ["C", "O", "C", "H", "H", "H", "H", "H", "H"],
  "positions_angstrom": [[1.14, 0.27, 0.36], [0.30, -0.71, 0.33], [-0.67, -0.90, -0.52], [-0.74, 1.45, 0.60], [1.87, 0.23, 1.15], [1.25, 0.90, -0.52], [-0.67, -0.34, -1.45], [-1.34, 1.07, 0.32], [-1.25, -1.80, -0.36]]
}

No. 5
{
  "formula": "C6H11BO3",
  "method": "ωB97M-V with the def2-TZVPD basis set",
  "smiles": "CC1(C)OCC=C1B(O)O",
  "gap_ev": 9.50,
  "symbols": ["C", "C", "C", "O", "C", "C", "C", "B", "O", "O", "H", "H", "H", "H", "H", "H", "H", "H", "H", "H", "H"],
  "positions_angstrom": [[0.67, 1.20, 1.08], [0.73, 0.29, -0.08], [0.66, 1.02, -1.44], [1.85, -0.71, 0.00], [1.42, -2.10, 0.11], [-0.13, -1.97, 0.02], [-0.57, -0.72, -0.05], [-2.06, -0.28, 0.07], [-3.03, -1.27, 0.03], [-2.35, 1.07, 0.19], [0.36, 0.69, 1.93], [0.02, 2.00, 0.70], [1.62, 1.64, 1.36], [-0.35, 1.48, -1.58], [0.77, 0.35, -2.28], [1.41, 1.74, -1.66], [1.64, -2.58, 1.00], [1.84, -2.85, -0.69], [-0.74, -2.87, 0.22], [-3.89, -1.22, 0.44], [-3.16, 1.20, 0.61]]
}

No. 6
{
  "formula": "C4H7NO",
  "method": "ωB97M-V with the def2-TZVPD basis set",
  "smiles": "C=C=O.C=NC",
  "gap_ev": 10.20,
  "symbols": ["C", "C", "O", "H", "H", "C", "N", "C", "H", "H", "H", "H", "H"],
  "positions_angstrom": [[-0.39, -1.65, -1.23], [0.26, -1.61, -0.09], [0.89, -1.65, 0.89], [-1.14, -0.92, -1.51], [-0.09, -2.44, -1.91], [-1.07, 0.50, 0.85], [-0.47, 1.05, -0.13], [0.91, 1.47, 0.10], [-0.61, 0.32, 1.82], [-2.09, 0.15, 0.70], [0.91, 2.38, 0.70], [1.50, 0.71, 0.65], [1.40, 1.68, -0.85]]
}

Maximum force in eV/A, matching the order above: 2.146; 2.023; 1.372; 0.421; 4.362; 0.983
Molecular weight in g mol⁻¹, matching the order above: 896.50; 891.38; 291.38; 46.07; 141.96; 85.11